Record 1
Density functional theory data (ωB97M-V with the def2-TZVPD basis set) for one molecule with the formula C22H27N3O4S.

Cartesian coordinates (Å):
1 C -5.73 -0.02 -0.35
2 C -4.77 0.89 0.43
3 H -8.56 -1.36 0.54
4 H -0.68 0.72 -2.50
5 H -1.03 0.43 1.72
6 N 3.72 1.35 0.95
7 C 1.60 1.54 -0.12
8 H 6.95 0.77 0.09
9 N -3.54 1.11 -0.31
10 H 1.63 1.68 -2.25
11 C -0.24 0.89 -1.53
12 S -2.55 -0.23 -0.55
13 H -6.32 2.02 1.36
14 C -0.43 0.72 0.87
15 C -5.42 2.22 0.79
16 H -3.72 1.56 -1.20
17 H -8.11 -0.85 -1.12
18 C -7.73 -1.22 -0.16
19 H -5.20 -0.95 -0.61
20 H -4.47 0.36 1.34
21 O -2.76 -1.14 0.54
22 H 3.72 -1.68 2.22
23 H -0.36 -2.61 1.34
24 C 2.08 -1.73 -0.80
25 C 0.62 -2.32 0.99
26 C 2.63 -1.42 -2.08
27 O 3.52 2.80 -0.77
28 C 0.82 -2.12 -0.36
29 O -6.86 -0.29 0.44
30 H -7.22 -2.18 -0.33
31 H 2.11 -1.44 -3.01
32 C 5.15 1.45 1.04
33 C 5.55 -0.87 -0.01
34 H -5.69 2.76 -0.11
35 C 1.66 -2.16 1.90
36 C 1.04 1.40 -1.39
37 H 0.01 -2.25 -1.06
38 H 3.28 0.55 1.39
39 H -4.74 2.82 1.38
40 C 3.02 1.98 -0.03
41 H 6.30 -1.40 -0.61
42 C 0.85 1.22 1.01
43 H 4.68 -0.80 -2.59
44 C -0.95 0.53 -0.40
45 H 5.42 2.50 0.92
46 H 1.26 1.37 2.00
47 H 5.61 -1.24 1.01
48 H 1.47 -2.33 2.95
49 C 3.13 -1.56 0.14
50 H -6.03 0.48 -1.29
51 C 3.93 -1.09 -1.88
52 O -2.71 -0.71 -1.89
53 H 5.46 1.12 2.03
54 C 2.92 -1.78 1.50
55 N 4.25 -1.17 -0.55
56 C 5.87 0.64 -0.04
57 H 5.60 1.04 -1.02

Largest force on an atom   0.0159 Eh/bohr
Structure (SMILES)   COC[C@H](C)NS(=O)(=O)c1ccc(C(=O)NCCCn2ccc3ccccc32)cc1
Calculated total energy   -46748.074 eV
Highest occupied orbital energy   -8.0 eV
E_LUMO   0.388 eV
Multiplicity   1
Energy relative to the best compared isomer or geometry (same formula, charge and spin)   1.5898 eV

These are the natural (NBO) partial charges, in e, on atoms 1 to 5:
1 C -0.074
2 C -0.073
3 H 0.194
4 H 0.241
5 H 0.238



Record 2
Density functional theory data (ωB97M-V with the def2-TZVPD basis set) for one molecule with the formula C22H27N3O4S2 at a distorted geometry.

Cartesian coordinates (Å):
1 C 4.47 2.41 -0.54
2 H -2.46 1.67 -2.43
3 H -1.10 -2.15 -0.33
4 H 4.07 0.83 2.94
5 O -5.42 1.62 0.17
6 H 0.72 -3.85 0.74
7 H 2.99 -2.33 0.50
8 H -4.85 -0.73 3.07
9 H -4.95 -1.04 -2.48
10 O -3.51 2.88 -0.72
11 H 0.26 -0.31 -1.00
12 H 0.76 2.01 0.63
13 H 2.56 -3.47 -0.79
14 N 2.00 -1.48 -1.13
15 H -3.01 0.32 -3.44
16 C 0.59 -1.27 -1.41
17 C -0.11 -2.44 -0.71
18 H -4.81 -1.57 1.53
19 O 4.19 -1.00 -1.27
20 H -3.99 -1.37 -1.02
21 C 1.87 0.61 1.61
22 C 3.03 -0.75 -1.57
23 C -3.27 -0.11 1.78
24 C -2.93 0.86 0.84
25 C -4.67 -0.65 -1.50
26 H -0.15 -0.64 3.03
27 C -4.67 -0.60 2.00
28 C 4.19 1.29 1.97
29 C -1.63 1.29 0.69
30 H 6.23 1.84 2.28
31 H 3.62 0.82 -2.90
32 H -2.06 -0.01 -1.97
33 C 5.40 1.85 1.60
34 O 1.93 -0.38 2.30
35 H -0.24 -3.27 -1.40
36 C 0.85 -2.82 0.41
37 C 3.10 1.29 1.11
38 S 1.98 1.78 -1.42
39 C 2.22 -2.60 -0.22
40 H -2.47 -1.38 3.30
41 C 2.70 0.44 -2.44
42 H 1.96 0.22 -3.21
43 C -0.92 -0.22 2.41
44 H 0.40 -1.27 -2.49
45 N -4.05 0.64 -1.67
46 H -5.56 -0.51 -0.90
47 S -4.08 1.63 -0.32
48 H 6.48 2.86 0.04
49 H 0.73 -2.16 1.26
50 H -1.42 2.06 -0.03
51 C -2.82 0.65 -2.41
52 C -0.60 0.75 1.46
53 C -2.23 -0.63 2.55
54 H 4.57 2.83 -1.52
55 H -5.39 0.10 1.60
56 C 5.54 2.42 0.34
57 N 0.70 1.21 1.25
58 C 3.26 1.84 -0.16

Largest force on an atom   0.0209 Eh/bohr
Structure (SMILES)   Cc1ccc(NC(=O)c2ccccc2SCC(=O)N2CCCC2)cc1S(=O)(=O)N(C)C
Calculated total energy   -57583.879 eV
Highest occupied orbital energy   -8.7 eV
E_LUMO   0.270 eV
Multiplicity   1
Energy relative to the best compared isomer or geometry (same formula, charge and spin)   0.2174 eV

These are the natural (NBO) partial charges, in e, on atoms 1 to 5:
1 C -0.235
2 H 0.238
3 H 0.217
4 H 0.234
5 O -0.938



Record 3
Density functional theory data (ωB97M-V with the def2-TZVPD basis set) for C22H27N4OReS3 as an isolated structure.

Cartesian coordinates (Å):
1 H 2.95 -2.04 -0.31
2 H 4.74 1.20 2.88
3 Re 0.39 0.74 -0.42
4 C -0.02 4.14 1.36
5 H -0.93 0.85 2.95
6 H 0.39 -1.66 2.07
7 C -1.27 1.19 -4.29
8 C -1.15 -1.87 0.16
9 C -1.61 2.49 -2.27
10 H -1.99 2.18 2.40
11 C 4.05 0.92 2.08
12 H -1.29 -5.76 0.52
13 H 0.82 -4.63 -0.13
14 C 3.35 -1.47 -1.14
15 H -0.76 2.47 3.66
16 H -1.08 4.38 1.30
17 C 2.32 -1.13 -2.16
18 C 1.98 -0.42 2.04
19 C -2.39 -3.93 0.65
20 C -0.48 0.82 -3.26
21 H 1.27 -1.59 3.55
22 H 4.63 0.45 1.28
23 C -0.02 -2.67 -0.07
24 C -1.17 -0.43 0.04
25 H 0.41 4.58 2.25
26 C 1.09 -0.90 -4.25
27 N -0.67 1.56 -2.09
28 S -2.27 2.48 -3.83
29 H 0.76 -0.94 -5.28
30 O 1.77 -0.01 0.82
31 C 0.58 -0.17 -3.23
32 H -4.45 -2.30 1.02
33 C -1.26 -4.68 0.42
34 C -0.07 -4.04 0.06
35 N 3.08 -0.03 2.65
36 C -2.07 3.49 -1.27
37 H -3.32 -4.41 0.92
38 H -1.66 4.48 -1.51
39 S 0.25 2.36 1.52
40 C -1.00 1.92 2.76
41 H 3.28 -0.41 3.56
42 H -1.74 3.21 -0.28
43 H 3.80 -0.55 -0.74
44 H 3.54 1.81 1.72
45 C -3.54 -1.78 0.74
46 S 2.46 -1.76 -3.72
47 H -2.42 1.32 0.14
48 H -3.15 3.58 -1.28
49 H 0.92 -2.22 -0.36
50 C -3.55 -0.41 0.61
51 H 0.51 4.50 0.48
52 N 1.26 -0.32 -2.03
53 C -2.36 -2.53 0.52
54 C -2.38 0.25 0.25
55 N 1.09 -1.20 2.64
56 H 4.14 -2.06 -1.60
57 H -1.30 0.78 -5.28
58 H -4.46 0.15 0.77

Largest force on an atom   0.0042 Eh/bohr
Calculated total energy   -65871.789 eV
Highest occupied orbital energy (spin up / spin down)   -16.4 / -16.8 eV
Total charge   +3
E_LUMO (spin up / spin down)   -9.680 / -10.748 eV
Multiplicity   4

These are the natural (NBO) partial charges, in e, on atoms 1 to 5:
1 H 0.244
2 H 0.258
3 Re 1.494
4 C -0.721
5 H 0.256



Record 4
Density functional theory data (ωB97M-V with the def2-TZVPD basis set) for one molecule with the formula C22H27N5O.

Cartesian coordinates (Å):
1 C 2.30 0.39 0.13
2 H 6.67 -1.53 0.52
3 H -1.51 -2.84 -3.05
4 H 4.03 -1.87 -1.67
5 C -2.34 2.07 -0.47
6 H 6.51 1.44 0.95
7 H 6.95 -0.29 -0.70
8 C 4.63 0.42 0.74
9 H 3.12 1.65 1.63
10 C 0.19 1.39 -2.04
11 C -0.74 -2.63 -2.32
12 H -0.09 -3.50 -2.22
13 H -2.81 2.88 0.09
14 C -0.67 1.50 1.50
15 N 0.55 1.04 1.59
16 H -1.66 0.46 -2.61
17 H 0.19 -2.71 0.53
18 C -4.07 -1.00 0.76
19 H -1.14 1.73 -3.71
20 H -1.25 1.71 2.38
21 H -0.13 -1.80 -2.69
22 H 0.73 2.31 -2.27
23 C -3.77 0.52 0.77
24 C -1.21 1.45 -2.66
25 N -2.60 -1.84 -0.93
26 C -0.80 -2.39 0.28
27 O -3.98 1.22 1.74
28 H -4.84 -1.23 0.02
29 C 6.28 -1.10 -0.41
30 H 1.74 -1.07 -1.35
31 C 3.34 0.89 0.89
32 H 5.36 1.74 2.26
33 C 2.54 -0.62 -0.79
34 C -1.79 -1.96 1.14
35 C 4.89 -0.58 -0.21
36 H -3.06 2.54 -2.44
37 H 6.30 -1.86 -1.18
38 H 0.76 0.57 -2.48
39 H -1.63 3.44 -1.95
40 H -2.13 -0.81 2.90
41 C -1.79 -1.81 2.62
42 N 1.00 0.89 0.34
43 C 3.84 -1.09 -0.95
44 H -2.45 -2.54 3.08
45 H -0.78 -1.95 3.00
46 N -2.86 -1.67 0.37
47 C -1.04 1.68 0.16
48 C 0.06 1.26 -0.57
49 C -2.10 2.46 -1.93
50 H -3.04 0.18 -1.07
51 C -1.36 -2.30 -1.01
52 H 6.22 0.20 2.16
53 N -3.24 0.92 -0.39
54 C 5.74 0.98 1.58
55 H -4.39 -1.32 1.75

Largest force on an atom   0.0176 Eh/bohr
Structure (SMILES)   Cc1cc(C)n(CC(=O)N[C@@H]2CCCc3c2cnn3-c2ccc(C)c(C)c2)n1
Calculated total energy   -32751.386 eV
Highest occupied orbital energy   -8.4 eV
E_LUMO   0.760 eV
Multiplicity   1
Energy relative to the best compared isomer or geometry (same formula, charge and spin)   0.6922 eV

These are the natural (NBO) partial charges, in e, on atoms 1 to 5:
1 C 0.215
2 H 0.218
3 H 0.233
4 H 0.208
5 C -0.066



> Look up the calculated total energy of the first one.

-46748.074 eV



> Among the records above, which one has the lowest calculated total energy?

C22H27N4OReS3



Repeat the second record exactly.
Density functional theory data (ωB97M-V with the def2-TZVPD basis set) for one molecule with the formula C22H27N3O4S2 at a distorted geometry.

Cartesian coordinates (Å):
1 C 4.47 2.41 -0.54
2 H -2.46 1.67 -2.43
3 H -1.10 -2.15 -0.33
4 H 4.07 0.83 2.94
5 O -5.42 1.62 0.17
6 H 0.72 -3.85 0.74
7 H 2.99 -2.33 0.50
8 H -4.85 -0.73 3.07
9 H -4.95 -1.04 -2.48
10 O -3.51 2.88 -0.72
11 H 0.26 -0.31 -1.00
12 H 0.76 2.01 0.63
13 H 2.56 -3.47 -0.79
14 N 2.00 -1.48 -1.13
15 H -3.01 0.32 -3.44
16 C 0.59 -1.27 -1.41
17 C -0.11 -2.44 -0.71
18 H -4.81 -1.57 1.53
19 O 4.19 -1.00 -1.27
20 H -3.99 -1.37 -1.02
21 C 1.87 0.61 1.61
22 C 3.03 -0.75 -1.57
23 C -3.27 -0.11 1.78
24 C -2.93 0.86 0.84
25 C -4.67 -0.65 -1.50
26 H -0.15 -0.64 3.03
27 C -4.67 -0.60 2.00
28 C 4.19 1.29 1.97
29 C -1.63 1.29 0.69
30 H 6.23 1.84 2.28
31 H 3.62 0.82 -2.90
32 H -2.06 -0.01 -1.97
33 C 5.40 1.85 1.60
34 O 1.93 -0.38 2.30
35 H -0.24 -3.27 -1.40
36 C 0.85 -2.82 0.41
37 C 3.10 1.29 1.11
38 S 1.98 1.78 -1.42
39 C 2.22 -2.60 -0.22
40 H -2.47 -1.38 3.30
41 C 2.70 0.44 -2.44
42 H 1.96 0.22 -3.21
43 C -0.92 -0.22 2.41
44 H 0.40 -1.27 -2.49
45 N -4.05 0.64 -1.67
46 H -5.56 -0.51 -0.90
47 S -4.08 1.63 -0.32
48 H 6.48 2.86 0.04
49 H 0.73 -2.16 1.26
50 H -1.42 2.06 -0.03
51 C -2.82 0.65 -2.41
52 C -0.60 0.75 1.46
53 C -2.23 -0.63 2.55
54 H 4.57 2.83 -1.52
55 H -5.39 0.10 1.60
56 C 5.54 2.42 0.34
57 N 0.70 1.21 1.25
58 C 3.26 1.84 -0.16

Largest force on an atom   0.0209 Eh/bohr
Structure (SMILES)   Cc1ccc(NC(=O)c2ccccc2SCC(=O)N2CCCC2)cc1S(=O)(=O)N(C)C
Calculated total energy   -57583.879 eV
Highest occupied orbital energy   -8.7 eV
E_LUMO   0.270 eV
Multiplicity   1
Energy relative to the best compared isomer or geometry (same formula, charge and spin)   0.2174 eV

These are the natural (NBO) partial charges, in e, on atoms 1 to 5:
1 C -0.235
2 H 0.238
3 H 0.217
4 H 0.234
5 O -0.938